[1]
Molecular formula: C4H8N3O4
Method: DFT, ωB97M-V with the def2-TZVPD basis set

XYZ file:
```
19
Properties=species:S:1:pos:R:3:forces:R:3
H 1.87921 1.26271 -0.20882 2.82 2.02 -0.79
H 0.50849 0.13805 2.09684 -0.19 0.99 -0.21
O -0.33817 -2.00619 -0.42735 -0.31 -0.50 0.34
H 2.02628 -0.99288 1.12583 1.10 -0.41 0.24
O -3.09765 0.67949 0.77036 -0.12 -0.66 -0.27
C 0.46718 0.80408 1.21503 -3.31 0.35 -2.42
N -2.23623 1.00390 -0.00803 -0.47 1.88 0.95
O -2.39185 -1.81652 0.15454 -0.29 0.15 -0.11
H 2.85467 -0.91872 -0.36893 0.46 -0.28 -0.02
N 1.97530 -0.88408 0.12081 -1.92 1.29 0.40
H 0.13762 1.92827 1.13877 0.48 -2.36 1.03
H -0.08434 1.14844 -1.76057 0.21 1.66 -0.30
H 1.25079 -1.61701 -0.15227 0.44 0.54 -0.33
N -1.35088 -1.32522 -0.14628 -0.24 -1.16 0.58
C -1.12620 0.08887 -0.19726 3.55 1.11 1.20
C 0.12168 0.34960 -1.10696 -0.27 -0.40 1.12
H 0.26521 -0.48762 -1.78427 0.16 -0.03 0.08
C 1.25837 0.48874 -0.02620 -2.70 -2.92 -0.94
O -2.11947 2.15608 -0.43526 0.61 -1.28 -0.54
```
Positions in Å, forces in eV/Å.

Properties
- Lowest unoccupied orbital energy (alpha / beta): -6.448 / -6.463 eV
- Orbital gap (alpha / beta): 8.15 / 8.13 eV
- Charge: +1
- Highest occupied orbital energy (alpha / beta): -14.60 / -14.59 eV
- Calculated total energy: -16921.2517 eV
- Maximum force: 4.12 eV/Å

---

[2]
Molecular formula: C4H8N3OS
Method: DFT, ωB97M-V with the def2-TZVPD basis set

XYZ file:
```
17
Properties=species:S:1:pos:R:3:forces:R:3
N 0.69690 1.90077 0.81829 0.67 -2.10 -3.87
N 0.29099 0.35415 -0.90211 -0.61 0.95 -0.32
O -3.21636 -0.86484 0.75733 -0.55 0.25 0.80
C -1.31315 0.63189 0.90838 0.73 0.52 -0.52
H -1.50941 1.18782 1.79956 -0.35 -0.04 0.43
H 2.87005 -2.63449 0.59325 -0.37 -0.80 -0.19
H -2.15364 -1.57182 -1.47750 -0.32 0.31 0.82
H 3.66806 -1.10978 0.99297 -0.36 0.53 -0.38
H 1.53461 2.03702 0.26251 -0.03 0.46 0.74
H 0.56992 2.43317 1.62311 -0.62 0.66 1.33
S 2.60522 -1.40232 0.19781 0.88 0.16 0.67
C -0.53677 -0.49311 -1.48463 -1.90 -1.81 0.03
H -0.45822 -1.07793 -2.39053 1.54 0.85 -0.56
C -2.21256 -0.34047 0.43280 0.47 -1.15 -1.90
N -1.65064 -0.87247 -0.92234 0.47 0.58 0.29
H 0.96762 0.84446 -1.46048 0.49 -0.25 -0.22
C -0.15260 0.97797 0.25155 -0.15 0.89 2.84
```
Positions in Å, forces in eV/Å.

Properties
- Lowest unoccupied orbital energy: -4.147 eV
- Orbital gap: 9.12 eV
- Charge: +1
- Highest occupied orbital energy: -13.26 eV
- Calculated total energy: -21623.8984 eV
- Maximum force: 4.45 eV/Å

---

[3]
Molecular formula: C4H8N3S2
Method: DFT, ωB97M-V with the def2-TZVPD basis set

XYZ file:
```
17
Properties=species:S:1:pos:R:3:forces:R:3
C 0.06022 -0.29314 2.65259 0.57 1.07 -1.16
H -3.02470 1.11396 2.77205 -0.63 -0.05 -0.75
H 1.87488 0.39602 -4.96496 -0.37 -1.04 1.76
S 1.89007 -1.50497 -2.02634 -0.90 -0.02 0.68
N 2.33087 -1.09944 -3.53226 2.79 -1.45 -0.35
S -0.48080 -0.01445 -0.81493 -0.40 0.10 0.50
H 0.03055 1.05915 -3.57904 0.90 -1.75 1.59
C 1.67974 -0.12607 -3.95475 -0.23 1.61 -3.67
C -1.26452 0.08795 2.31048 -2.34 1.34 -1.51
N 0.63878 0.26259 -3.19379 -1.30 2.79 -1.32
H -1.53045 -0.11853 1.28733 -0.43 0.00 -0.27
H -1.84142 0.88103 4.08686 -1.04 0.04 -3.11
H 0.13885 -0.37687 3.68064 0.95 -0.08 2.09
H 0.71200 0.49053 2.15886 -0.48 -0.57 0.74
N -2.12421 0.76264 3.00865 3.05 -0.84 4.42
C 0.60540 -0.34621 -2.00183 -0.41 -0.21 0.64
H 0.30477 -1.17417 2.11043 0.27 -0.94 -0.27
```
Positions in Å, forces in eV/Å.

Properties
- Lowest unoccupied orbital energy: -4.359 eV
- Orbital gap: 7.18 eV
- Charge: +1
- Highest occupied orbital energy: -11.54 eV
- Calculated total energy: -30410.8841 eV
- Maximum force: 5.43 eV/Å

---

[4]
Molecular formula: C4H8N4
Method: DFT, ωB97M-V with the def2-TZVPD basis set

XYZ file:
```
16
Properties=species:S:1:pos:R:3:forces:R:3
N 0.48029 0.76374 -1.80090 -1.04 2.39 2.70
C 0.32373 -0.42492 2.08942 -1.22 1.61 2.22
H 0.82949 2.55903 -0.79908 -1.06 -1.06 -1.53
H 0.20952 -3.68640 -1.09872 -0.34 0.28 -0.52
H 1.04473 0.48293 2.10281 -0.64 -1.74 -0.33
H -1.43498 0.63168 1.80510 -0.30 -0.10 1.39
N 0.20855 2.19503 -1.58834 2.80 -0.02 -0.59
N -0.69762 0.67043 0.15815 1.07 -1.16 0.83
H -0.72187 2.31572 -1.26721 -0.91 -0.11 0.39
H -0.11152 -0.43822 3.21786 1.40 -0.61 -2.49
C -0.01429 -2.64463 -1.24151 0.56 -1.24 0.39
C -0.15355 0.02233 -0.77360 0.99 -1.84 -3.82
C -0.06135 -1.45862 -1.15101 -0.44 2.85 2.10
H 0.27324 0.49456 -2.73319 -0.19 -0.20 -0.81
N -0.90872 -0.07320 1.34164 -0.47 -0.25 -0.47
H 0.73435 -1.40946 1.73858 -0.20 1.19 0.54
```
Positions in Å, forces in eV/Å.

Properties
- Lowest unoccupied orbital energy: 0.885 eV
- Orbital gap: 9.23 eV
- Charge: 0
- SMILES string: C#C/C(=N\NC)NN
- Highest occupied orbital energy: -8.35 eV
- Calculated total energy: -10232.8573 eV
- Maximum force: 4.35 eV/Å

---

[5]
Molecular formula: C4H8N4
Method: DFT, ωB97M-V with the def2-TZVPD basis set

XYZ file:
```
16
Properties=species:S:1:pos:R:3:forces:R:3
H -0.70250 0.83960 -3.46497 -2.00 -0.25 2.77
H -1.93677 -0.71485 -0.01731 2.11 -0.64 -0.12
N 0.10228 1.32295 -1.76886 2.92 0.89 2.94
N -0.28101 1.76547 -0.46952 1.22 -1.38 3.69
C -1.03511 -1.41111 0.16539 -0.06 0.93 1.80
H 2.75957 -0.47982 1.15538 -1.74 1.84 2.84
H -1.76708 1.28653 -1.60839 -1.36 -0.83 -1.40
C 0.27403 -1.16083 0.56937 -0.62 -4.48 -2.66
N 1.22558 -0.02041 0.33200 -7.65 0.66 2.37
H 1.43482 -0.37858 2.32261 0.22 -0.05 -0.35
H -1.42738 -2.43744 0.38488 0.73 0.93 -0.29
C 0.12947 1.06232 0.55492 -0.97 3.24 -1.62
H -0.45843 1.46478 1.78488 2.47 -1.74 -3.98
N 1.89152 0.13632 1.56102 5.59 -2.43 -0.83
H 0.75061 -2.27491 0.78604 -0.37 3.28 -0.23
C -0.95960 0.99997 -2.28742 -0.50 0.02 -4.93
```
Positions in Å, forces in eV/Å.

Properties
- Lowest unoccupied orbital energy: 0.832 eV
- Orbital gap: 10.24 eV
- Charge: 0
- Highest occupied orbital energy: -9.41 eV
- Calculated total energy: -10229.6797 eV
- Maximum force: 8.03 eV/Å

---

[6]
Molecular formula: C4H8N4
Method: DFT, ωB97M-V with the def2-TZVPD basis set

XYZ file:
```
16
Properties=species:S:1:pos:R:3:forces:R:3
C -0.08082 -0.07447 -0.69695 -0.54 0.42 -1.63
H -0.98262 1.43486 2.80802 -1.21 0.03 0.23
C 1.36125 -0.17837 -0.34640 1.34 0.85 -3.13
N -1.83171 -0.64468 -2.06958 -3.31 0.16 -0.40
H 2.30971 0.36379 1.48974 -0.06 0.48 0.59
C 1.42675 -0.14252 1.14561 -0.89 0.92 -0.53
N -0.52069 -0.35210 -1.87184 2.83 -0.07 1.25
H -1.84534 -1.38897 -2.76010 -0.09 0.20 0.02
H 1.69607 -1.12314 -0.76869 0.25 0.01 -0.01
N -0.72817 0.40304 0.42220 -0.61 0.13 -0.64
H 1.92208 0.63976 -0.99169 -0.90 -1.35 1.72
H -1.63858 0.79162 0.37638 -0.83 0.03 0.07
H -2.44798 0.09874 -2.47142 1.10 -0.42 0.52
C 0.05538 0.48186 1.51892 1.81 -0.36 4.02
H 1.48297 -1.15412 1.45825 -0.12 -0.92 0.78
N -0.17832 0.84472 2.75755 1.24 -0.13 -2.85
```
Positions in Å, forces in eV/Å.

Properties
- Lowest unoccupied orbital energy: 0.804 eV
- Orbital gap: 9.28 eV
- Charge: 0
- SMILES string: [H]/N=C1/CC/C(=N/N)N1
- Highest occupied orbital energy: -8.48 eV
- Calculated total energy: -10236.4940 eV
- Maximum force: 4.42 eV/Å